# C52H78O39

A 13-piece molecular cluster, C52H78O39 overall (ωB97M-V/def2-TZVPD, the Open Molecules 2025 dataset).

Each line ends with the Mulliken charge.
Positions of all 169 atoms, in Å:
C  -18.6284  15.7004  4.0543  -1.43
C  -17.4958  14.7157  4.4567  0.56
C  -16.3122  14.5862  3.5054  0.53
O  -15.2099  14.5407  4.3856  -0.09
C  -15.6408  14.6878  5.7166  0.35
O  -14.8858  14.5636  6.6024  -0.53
O  -16.9165  14.9915  5.7473  -0.42
H  -19.2758  15.2937  3.2774  0.30
H  -18.3617  16.7186  3.7712  0.35
H  -19.2919  15.7344  4.9184  0.41
H  -17.8751  13.7086  4.6301  0.13
H  -16.3364  15.4161  2.7992  0.25
H  -16.4919  13.6743  2.9359  -0.37
C  -14.1434  11.3608  8.1292  -1.24
C  -14.9128  10.1079  7.6078  0.33
C  -16.2384  10.3337  6.8584  -0.48
O  -15.9132  9.8888  5.5172  -0.21
C  -14.6719  9.4563  5.4075  0.58
O  -14.0632  8.9945  4.3706  -0.44
O  -14.0100  9.6017  6.5962  -0.29
H  -13.1744  11.1594  8.5859  0.35
H  -14.6925  12.0934  8.7207  0.40
H  -13.8492  11.9837  7.2845  0.21
H  -15.2787  9.4949  8.4314  0.29
H  -16.4255  11.4037  6.9490  0.14
H  -17.0715  9.9419  7.4419  0.40
C  -13.6281  11.8476  2.3336  -0.98
C  -13.7604  12.0256  0.8619  1.82
C  -12.8255  13.1145  0.4966  -0.59
O  -11.7947  12.5817  -0.3007  0.13
C  -12.0879  11.3465  -0.5405  -0.21
O  -11.7154  10.6990  -1.4240  -0.60
O  -13.0840  10.9670  0.2484  -0.26
H  -14.5560  12.1344  2.8282  -0.15
H  -12.8898  12.4802  2.8263  0.27
H  -13.3375  10.8823  2.7483  -0.10
H  -14.7731  12.0828  0.4629  0.03
H  -12.4581  13.7291  1.3184  0.34
H  -13.5115  13.6228  -0.1810  -0.25
C  -20.7095  10.8001  -0.0922  -1.37
C  -20.4662  12.1115  0.7030  0.38
C  -19.8232  11.8725  2.0157  -0.21
O  -18.7312  12.6893  2.0260  0.00
C  -18.4503  13.1128  0.7916  0.49
O  -17.3383  13.5119  0.4898  -0.47
O  -19.4703  12.8228  -0.0543  -0.38
H  -21.6606  10.2996  0.0897  0.42
H  -19.8173  10.2051  -0.2873  0.22
H  -20.9339  11.1984  -1.0816  0.40
H  -21.4185  12.6025  0.9035  0.30
H  -19.5504  10.8184  1.9660  -0.14
H  -20.5610  12.1635  2.7634  0.42
C  -9.1606  10.0999  6.3355  -1.20
C  -10.4150  9.1849  5.8157  1.06
C  -10.4199  9.0874  4.3535  0.58
O  -9.8642  7.8232  4.0860  -0.17
C  -9.6875  7.1466  5.1975  0.48
O  -9.1402  6.0499  5.2995  -0.63
O  -10.2405  7.8203  6.1892  -0.40
H  -8.3058  9.8677  5.7003  0.39
H  -9.0632  9.9516  7.4109  0.44
H  -9.3347  11.1702  6.4456  0.02
H  -11.3904  9.5174  6.1708  -0.12
H  -9.6898  9.8015  3.9727  -0.48
H  -11.3622  9.3673  3.8825  -0.07
C  -11.6820  19.7846  -0.8580  -1.45
C  -10.7740  19.0662  0.1848  0.22
C  -11.5378  18.7278  1.5076  -0.55
O  -11.8557  17.4268  1.4823  -0.25
C  -11.1388  16.8898  0.3532  0.08
O  -11.2715  15.7718  -0.1041  0.28
O  -10.6228  17.8145  -0.3882  -0.38
H  -11.8171  20.7856  -0.4483  0.43
H  -12.6300  19.3925  -1.2265  0.32
H  -11.1904  19.9436  -1.8177  0.41
H  -9.7716  19.4941  0.1703  0.35
H  -12.4039  19.3894  1.5248  0.35
H  -10.9184  19.1987  2.2710  0.33
C  -9.4362  7.3678  1.0465  -1.71
C  -10.0313  7.2395  -0.2917  1.35
C  -9.1171  8.0569  -1.3207  0.03
O  -9.1014  7.3115  -2.5099  -0.32
C  -9.4859  6.0593  -2.2184  0.55
O  -9.7491  5.1570  -3.0750  -0.61
O  -9.7510  5.9550  -0.8258  -0.42
H  -9.8804  6.7354  1.8152  0.49
H  -9.4851  8.4225  1.3173  0.21
H  -8.3769  7.1128  1.0779  0.31
H  -11.1074  7.4089  -0.3297  -0.08
H  -8.1021  8.1621  -0.9377  0.33
H  -9.5596  9.0474  -1.4264  -0.09
C  -10.6276  13.5150  5.9289  -1.79
C  -10.0502  13.7874  4.5404  0.76
C  -8.6160  13.3355  4.4869  -0.64
O  -8.5460  12.5169  3.3877  -0.32
C  -9.7766  12.1618  2.9332  0.46
O  -10.0993  11.2216  2.1737  -0.35
O  -10.6788  12.9991  3.5215  0.17
H  -11.5740  14.0551  5.9562  0.49
H  -9.9756  13.9557  6.6831  0.43
H  -10.9822  12.4905  6.0419  0.33
H  -10.0589  14.8634  4.3665  0.23
H  -8.3492  12.8426  5.4218  0.17
H  -7.7956  14.0491  4.4111  0.34
C  -8.0138  14.6424  0.2023  -1.17
C  -7.3300  13.3502  -0.2991  0.59
C  -8.2298  12.0554  -0.3962  0.69
O  -8.0020  11.6232  -1.6956  -0.18
C  -7.1889  12.4393  -2.3319  0.39
O  -6.9543  12.2430  -3.5173  -0.63
O  -7.1326  13.6002  -1.7459  -0.38
H  -8.6408  15.1435  -0.5352  0.27
H  -7.3349  15.4265  0.5376  0.49
H  -8.7796  14.5629  0.9739  0.01
H  -6.3936  13.0832  0.1907  0.38
H  -9.2922  12.2863  -0.3184  -0.71
H  -7.9289  11.2471  0.2703  0.22
C  -13.7466  15.2423  -2.5222  -1.08
C  -12.5737  15.8817  -3.3143  0.50
C  -11.1070  15.4408  -3.0389  0.86
O  -10.6831  14.9813  -4.3462  -0.36
C  -11.6403  14.9055  -5.1797  0.58
O  -11.4711  14.4140  -6.3060  -0.62
O  -12.7475  15.2621  -4.6060  -0.37
H  -13.8696  15.8781  -1.6454  0.31
H  -13.7037  14.1913  -2.2364  -0.03
H  -14.6636  15.2672  -3.1109  0.54
H  -12.7475  16.9544  -3.3988  0.16
H  -11.1932  14.5713  -2.3872  -0.48
H  -10.5124  16.2228  -2.5668  0.07
C  -16.4379  9.9884  1.8666  -0.82
C  -16.7759  8.5491  1.3424  1.29
C  -16.5322  7.5214  2.3953  0.45
O  -17.7743  6.8903  2.4804  -0.37
C  -18.6144  7.3439  1.5821  0.52
O  -19.7936  7.0046  1.4401  -0.64
O  -18.1144  8.3678  0.9343  -0.26
H  -17.0561  10.3487  2.6889  0.36
H  -16.4505  10.7525  1.0893  0.34
H  -15.5058  9.9818  2.4315  0.01
H  -16.0735  8.3970  0.5229  -0.99
H  -16.2346  8.0683  3.2900  -0.34
H  -15.6309  6.9416  2.1960  0.30
C  -14.9895  9.1379  -2.4448  -0.37
C  -14.4679  7.6899  -2.6915  0.24
C  -12.9082  7.4367  -2.5428  0.49
O  -12.9296  6.3700  -1.5379  -0.36
C  -14.2034  6.1713  -1.1584  0.55
O  -14.3656  5.2198  -0.4025  -0.65
O  -15.1052  6.9173  -1.7399  -0.32
H  -15.1391  9.3001  -1.3774  -0.32
H  -15.8329  9.3011  -3.1158  0.48
H  -14.2046  9.8801  -2.5906  0.08
H  -14.8922  7.3641  -3.6412  0.36
H  -12.4504  8.3642  -2.1988  -0.30
H  -12.5953  7.1438  -3.5450  0.21
C  -9.5186  11.7289  -5.5933  -1.15
C  -10.3637  10.5274  -6.0396  0.68
C  -11.1015  9.6812  -4.9485  0.27
O  -12.3129  9.3013  -5.6621  -0.35
C  -12.5387  10.0984  -6.7211  0.61
O  -13.5612  9.9659  -7.3924  -0.61
O  -11.4225  10.9276  -6.8360  -0.38
H  -10.0159  12.4633  -4.9598  -0.12
H  -9.3064  12.3229  -6.4823  0.47
H  -8.5150  11.4318  -5.2890  0.44
H  -9.6041  9.9981  -6.6149  0.12
H  -11.4878  10.1817  -4.0606  -0.11
H  -10.4601  8.8745  -4.5934  0.15

Summary:
Highest occupied orbital energy ... -10.0 eV
Frontier orbital gap ... 9.418 eV
Maximum force ... 6.145 eV/A
ΔE to the lowest compared entry with this formula, charge and spin ... 260.4 kcal/mol
Net charge ... 0
2S+1 ... 1